# 1
Molecular formula: C4H8O2
Method: DFT, the ωB97M-V functional and the def2-TZVPD basis

E_LUMO ... 0.9 eV
Net charge ... 0
SMILES ... C[C@@H](O)CC=O
Energy above the lowest of the compared OMol25 structures with the same formula, charge and spin ... 27.6 kcal per mole
Frontier orbital gap ... 10.98 eV
Multiplicity ... 1

Last column: natural (NBO) charge in e.
Element x y z (Å)
C  1.64153  0.68640  -0.22000  -0.618
C  -1.84767  -0.23124  0.55546  0.463
O  -2.21201  -1.38664  0.54769  -0.547
H  -0.81026  1.41366  -0.35689  0.213
H  -2.19051  0.45817  1.35277  0.117
H  2.58367  0.18932  0.02561  0.225
H  1.74206  1.18765  -1.18862  0.211
H  1.44297  1.44268  0.54787  0.209
C  -0.87059  0.32348  -0.45546  -0.548
C  0.52510  -0.34203  -0.24189  0.113
O  0.59181  -1.02761  0.99798  -0.723
H  -1.25449  0.09194  -1.45658  0.239
H  0.70221  -1.04942  -1.06538  0.165
H  -0.04382  -1.75636  0.95742  0.483

Forces on atoms 1 to 2 (eV/Å):
0.0 0.0 0.0
-0.1 -0.3 -0.1

# 2
Molecular formula: C4H8O2
Method: DFT, the ωB97M-V functional and the def2-TZVPD basis

E_LUMO ... 0.7 eV
Net charge ... 0
Energy above the lowest of the compared OMol25 structures with the same formula, charge and spin ... 92.4 kcal per mole
Frontier orbital gap ... 9.57 eV
Multiplicity ... 1

Last column: natural (NBO) charge in e.
Element x y z (Å)
H  2.78664  -1.08493  -0.61869  0.223
O  -3.02771  0.57443  -0.54509  -0.716
C  1.07968  -0.76448  0.60295  -0.081
H  0.46890  -1.64806  0.35350  0.215
C  -1.82288  0.96045  -0.00400  -0.249
H  1.53806  -0.14538  -1.38190  0.213
O  0.11957  0.22491  0.86216  -0.479
H  1.53965  -0.97820  1.54834  0.178
H  -3.03347  -0.37973  -0.70639  0.479
C  -0.96821  -0.17403  0.23573  0.236
H  -1.98772  1.48514  0.93647  0.200
H  2.56974  0.58212  -0.18783  0.216
H  -1.30040  1.67408  -0.65455  0.204
C  2.03814  -0.32632  -0.44071  -0.637

Forces on atoms 1 to 2 (eV/Å):
0.2 -0.3 0.0
-1.5 -0.1 -0.7

# 3
Molecular formula: C4H8O2
Method: DFT, the ωB97M-V functional and the def2-TZVPD basis

E_LUMO ... 1.0 eV
Net charge ... 0
SMILES ... CO[C@H]1C[C@H]1O
Energy above the lowest of the compared OMol25 structures with the same formula, charge and spin ... 60.0 kcal per mole
Frontier orbital gap ... 10.49 eV
Multiplicity ... 1

Last column: natural (NBO) charge in e.
Element x y z (Å)
H  2.51264  -0.03027  -1.32963  0.192
H  1.90705  -1.08223  -0.02767  0.171
H  -0.49023  -0.48704  2.11843  0.222
H  0.49565  0.77833  1.19180  0.225
O  -1.55551  1.81470  -0.15091  -0.689
C  1.68876  -0.68235  -1.02925  -0.254
O  0.49709  0.07395  -1.05608  -0.516
H  -1.18473  2.39441  0.52508  0.473
C  -0.33632  0.07906  1.20536  -0.500
H  -0.76295  -1.47899  -0.40935  0.182
C  -1.47847  0.51346  0.33445  0.077
H  -2.45231  0.07656  0.56269  0.176
H  1.62387  -1.52095  -1.73293  0.171
C  -0.46454  -0.44866  -0.20198  0.070

Forces on atoms 1 to 2 (eV/Å):
-0.1 -0.1 0.0
-0.1 0.1 -0.1

# 4
Molecular formula: C4H8O2
Method: DFT, the ωB97M-V functional and the def2-TZVPD basis

E_LUMO ... 0.9 eV
Net charge ... 0
Energy above the lowest of the compared OMol25 structures with the same formula, charge and spin ... 118.9 kcal per mole
Frontier orbital gap ... 9.08 eV
Multiplicity ... 1

Last column: natural (NBO) charge in e.
Element x y z (Å)
H  -0.09746  2.26019  -0.26594  0.195
C  -0.94745  -1.48998  0.09628  -0.786
H  -1.68036  -1.46433  -0.72464  0.205
C  -0.50458  0.35641  0.80559  0.087
H  0.01928  -1.86312  -0.20358  0.203
O  -0.21372  0.83672  -1.66282  -0.689
C  1.41926  0.78888  0.30338  -0.092
H  -1.35743  -2.15964  0.87974  0.219
H  -0.24062  -0.12957  -1.69960  0.476
H  -1.37537  -0.22683  1.04936  0.273
H  1.91530  -0.05869  -0.19009  0.175
H  2.15093  1.57262  0.53099  0.189
O  0.69880  0.35195  1.48408  -0.495
C  0.07033  1.17881  -0.34999  0.041

Forces on atoms 1 to 2 (eV/Å):
-0.2 -0.3 0.1
0.8 0.1 -0.4

# 5
Molecular formula: C4H8O2
Method: DFT, the ωB97M-V functional and the def2-TZVPD basis

E_LUMO ... 0.7 eV
Net charge ... 0
SMILES ... CO[C@@H](C)C=O
Energy above the lowest of the compared OMol25 structures with the same formula, charge and spin ... 82.4 kcal per mole
Frontier orbital gap ... 10.13 eV
Multiplicity ... 1

Last column: natural (NBO) charge in e.
Element x y z (Å)
H  -0.74531  1.56068  1.52433  0.149
H  -1.67592  0.09421  1.88749  0.155
H  1.94917  0.30496  -1.29127  -0.001
C  0.49664  0.04547  -0.27514  -0.025
H  0.95414  0.69951  0.47721  0.231
C  -1.49001  0.85282  1.11336  -0.244
O  -1.09404  0.27946  -0.09367  -0.585
C  0.72489  0.53736  -1.61199  0.510
C  0.72753  -1.45355  -0.07470  -0.622
O  0.24241  1.09366  -2.52021  -0.449
H  0.38676  -2.02349  -0.93659  0.228
H  0.14543  -1.76817  0.78711  0.242
H  -2.40943  1.42334  0.94426  0.191
H  1.78773  -1.64627  0.06979  0.221

Forces on atoms 1 to 2 (eV/Å):
-0.1 -0.1 -0.2
-0.1 0.1 0.0

# 6
Molecular formula: C4H8O2
Method: DFT, the ωB97M-V functional and the def2-TZVPD basis

E_LUMO (alpha / beta) ... -0.4 / 0.1 eV
Net charge ... 0
Energy above the lowest of the compared OMol25 structures with the same formula, charge and spin ... 107.6 kcal per mole
Frontier orbital gap (alpha / beta) ... 7.40 / 8.18 eV
Multiplicity ... 1

Last column: natural (NBO) charge in e.
Element x y z (Å)
C  1.92124  0.08367  1.69218  0.302
H  -2.14774  -1.24342  0.13865  0.239
H  -3.00417  0.28149  -0.18483  0.232
C  1.16355  0.61156  0.60605  -0.084
H  -2.42596  -0.69958  -1.53432  0.234
H  0.92228  -0.70317  -1.91000  -0.025
O  -0.05006  0.07816  0.43095  -0.328
C  -2.18489  -0.37021  -0.51763  -0.687
H  1.40345  -0.73835  2.23633  0.107
H  1.45475  1.44292  -0.02711  0.185
O  3.03673  0.46392  2.01610  -0.576
H  -0.62964  1.14041  -1.19502  0.169
H  1.50399  -0.57869  -1.45027  0.010
C  -0.88308  0.34379  -0.49708  0.222

Forces on atoms 1 to 2 (eV/Å):
-0.1 0.0 -0.1
0.0 0.1 -0.1

# 7
Molecular formula: C4H8O2
Method: DFT, the ωB97M-V functional and the def2-TZVPD basis

E_LUMO ... 1.0 eV
Net charge ... 0
Energy above the lowest of the compared OMol25 structures with the same formula, charge and spin ... 107.1 kcal per mole
Frontier orbital gap ... 9.89 eV
Multiplicity ... 1

Last column: natural (NBO) charge in e.
Element x y z (Å)
H  -0.72362  1.39038  1.04119  0.178
O  0.13499  -0.44250  1.37993  -0.514
H  2.17676  0.10428  0.96742  0.249
H  0.70328  -1.54066  -1.18691  0.181
H  1.81337  -0.17495  -1.45433  0.208
O  -0.15506  0.31898  -1.33627  -0.525
H  -1.62544  -0.98936  -0.67562  0.167
C  1.22681  -0.36251  0.56330  -0.075
C  0.93110  -0.49623  -0.90663  -0.146
C  -1.29456  0.05540  -0.54774  -0.103
C  -0.98268  0.33017  0.91382  -0.095
H  -2.09954  0.71123  -0.90003  0.200
H  -1.83155  0.07824  1.55610  0.195
H  1.72613  1.01752  0.58576  0.079

Forces on atoms 1 to 2 (eV/Å):
0.0 -0.1 0.0
0.1 0.0 0.2

# 8
Molecular formula: C4H8O2
Method: DFT, the ωB97M-V functional and the def2-TZVPD basis

E_LUMO ... 0.7 eV
Net charge ... 0
SMILES ... O[C@]12C[C@H]1C2.O
Energy above the lowest of the compared OMol25 structures with the same formula, charge and spin ... 113.2 kcal per mole
Frontier orbital gap ... 9.62 eV
Multiplicity ... 1

Last column: natural (NBO) charge in e.
Element x y z (Å)
H  1.08222  1.31349  -0.65743  0.484
C  -0.51475  -0.93131  0.14388  0.179
H  -0.93687  1.28861  0.78629  0.255
H  -0.21796  -0.14321  -1.91101  0.208
O  -1.62069  -1.73073  0.12481  -0.676
C  0.27636  -0.41065  -0.96965  -0.513
O  1.07043  2.20747  -0.27137  -0.939
H  -0.19434  -0.74970  2.29671  0.219
H  -1.90277  -1.73909  -0.79593  0.476
C  -0.31641  0.43666  0.46252  -0.148
H  1.23614  -0.93578  -1.18661  0.221
H  0.34011  2.61974  -0.74617  0.456
C  0.30595  -0.57610  1.34674  -0.423
H  1.39259  -0.64940  1.37723  0.201

Forces on atoms 1 to 2 (eV/Å):
0.2 0.7 0.3
-0.1 -0.6 0.4

# 9
Molecular formula: C4H8O2
Method: DFT, the ωB97M-V functional and the def2-TZVPD basis

E_LUMO ... 0.8 eV
Net charge ... 0
SMILES ... CC(=O)CCO
Energy above the lowest of the compared OMol25 structures with the same formula, charge and spin ... 19.4 kcal per mole
Frontier orbital gap ... 10.79 eV
Multiplicity ... 1

Last column: natural (NBO) charge in e.
Element x y z (Å)
H  -0.78025  2.04328  0.61042  0.222
C  -0.52705  0.37884  -0.76254  0.612
H  1.31795  1.05336  0.15487  0.215
H  -2.28901  1.41031  -0.12681  0.242
C  0.93936  0.20298  -0.42335  -0.545
O  0.81457  -2.22601  -0.44925  -0.723
C  -1.23192  1.62632  -0.29433  -0.722
O  -1.13179  -0.48780  -1.37277  -0.574
H  1.51901  0.12441  -1.35055  0.243
H  0.43879  -1.07536  1.24598  0.152
H  0.00309  -2.01078  -0.94076  0.490
H  -1.14611  2.37434  -1.09182  0.246
H  2.11983  -1.21314  0.71530  0.185
C  1.09192  -1.11297  0.35619  -0.044

Forces on atoms 1 to 2 (eV/Å):
-0.1 -0.1 -0.2
-0.2 -0.1 -0.1

Which value of energy above the lowest of the compared OMol25 structures with the same formula, charge and spin does entry 5 give? 82.4 kcal per mole

Which formula does entry 8 have? C4H8O2